Run a
A cluster of 2 separate species, C2H3F2P in total. Source: the OMol25 dataset; level of theory: the ωB97M-V functional and the def2-TZVPD basis.

Geometry as ORCA input:
```
! RIJCOSX wB97M-V def2-TZVPD def2/J DEFGRID3
* xyz 0 1
C -0.273 0.916 0.022
C -0.059 -0.407 -0.551
F 1.802 -0.928 -0.318
F -0.135 -0.799 -1.814
P -1.092 -0.700 0.758
H 0.629 1.334 0.513
H -0.772 1.732 -0.473
H -0.100 -1.148 1.864
*
```

## Properties
Kohn-Sham gap = 0.3672 Eh

Atom charges from the Löwdin analysis, given in e for atoms 1 to 2: C -0.226; C -0.674

***

Run b
The molecule C2H3F2P. Source: the OMol25 dataset; level of theory: the ωB97M-V functional and the def2-TZVPD basis.

Geometry as ORCA input:
```
! RIJCOSX wB97M-V def2-TZVPD def2/J DEFGRID3
* xyz 0 1
C 1.364 0.146 -0.399
C 0.224 -0.158 0.189
P -1.348 -0.189 -0.625
F -1.982 1.050 0.290
F -2.202 -1.319 0.351
H 2.166 0.409 0.266
H 1.475 0.464 -1.352
H 0.303 -0.404 1.279
*
```

## Properties
Kohn-Sham gap = 0.3868 Eh
SMILES = C=CP(F)F

Atom charges from the Löwdin analysis, given in e for atoms 1 to 2: C -0.036; C -0.372

***

Stability verdict: run b, ahead by 4.432 eV

***

Run a
A cluster of 2 separate species, C4H11S2 in total. Source: the OMol25 dataset; level of theory: the ωB97M-V functional and the def2-TZVPD basis.

Geometry as ORCA input:
```
! RIJCOSX wB97M-V def2-TZVPD def2/J DEFGRID3
* xyz -1 1
C -1.772 1.173 -1.658
S -2.893 -0.037 -0.794
C -1.619 -0.552 0.460
H -1.098 1.654 -0.967
H -1.358 0.585 -2.493
H -2.397 1.966 -2.067
H -2.145 -1.252 1.111
H -1.312 0.298 1.077
H -0.745 -1.022 0.022
C 3.217 0.878 -0.138
C 1.899 0.405 0.387
S 1.993 -1.096 1.407
H 3.568 0.148 -0.888
H 3.141 1.770 -0.779
H 3.954 1.039 0.650
H 1.492 1.203 1.065
H 1.166 0.234 -0.394
*
```

## Properties
Kohn-Sham gap = 0.1984 Eh

Atom charges from the Löwdin analysis, given in e for atoms 1 to 2: C -0.417; S 0.651

***

Run b
A cluster of 2 separate species, C4H11S2 in total. Source: the OMol25 dataset; level of theory: the ωB97M-V functional and the def2-TZVPD basis.

Geometry as ORCA input:
```
! RIJCOSX wB97M-V def2-TZVPD def2/J DEFGRID3
* xyz -1 1
C -1.465 2.743 -1.389
C -0.118 2.613 -0.676
S 0.165 0.910 -0.161
H -2.241 2.605 -0.646
H -1.619 1.958 -2.104
H -1.573 3.688 -1.844
H -0.131 3.326 0.163
H 0.725 2.900 -1.408
C 1.499 -2.314 0.080
C 0.402 -2.020 1.154
S 0.127 -3.365 2.372
H 1.372 -3.344 -0.315
H 2.533 -2.152 0.469
H 1.345 -1.602 -0.753
H 0.655 -1.133 1.767
H -0.529 -1.788 0.626
H -1.146 -3.024 2.664
*
```

## Properties
Kohn-Sham gap = 0.2074 Eh

Atom charges from the Löwdin analysis, given in e for atoms 1 to 2: C -0.268; C -0.847

***

Run c
A cluster of 2 separate species, C4H11S2 in total. Source: the OMol25 dataset; level of theory: the ωB97M-V functional and the def2-TZVPD basis.

Geometry as ORCA input:
```
! RIJCOSX wB97M-V def2-TZVPD def2/J DEFGRID3
* xyz -1 1
C -2.024 -1.341 -1.059
S -3.036 0.278 -0.984
C -2.081 1.582 -0.061
H -1.044 -1.248 -0.536
H -1.868 -1.623 -2.309
H -2.794 -2.082 -0.745
H -1.788 1.330 1.042
H -1.086 1.467 -0.633
H -2.371 2.681 -0.113
C 3.003 0.055 0.949
C 1.566 -0.235 0.483
S 1.202 0.132 -1.282
H 3.324 1.096 1.048
H 3.689 -0.491 0.337
H 3.169 -0.317 1.941
H 0.715 0.098 1.303
H 1.427 -1.381 0.620
*
```

## Properties
Kohn-Sham gap = 0.2190 Eh

Atom charges from the Löwdin analysis, given in e for atoms 1 to 2: C -0.430; S 0.584

***

Stability verdict: run b, ahead by 0.153 eV

***

Run a
A structure of composition C2H7ClNOPS. Source: the OMol25 dataset; level of theory: the ωB97M-V functional and the def2-TZVPD basis.

Geometry as ORCA input:
```
! RIJCOSX wB97M-V def2-TZVPD def2/J DEFGRID3
* xyz 0 1
C 0.939 -0.169 0.104
C 0.099 0.188 -1.120
N -1.124 0.902 -0.988
O -2.687 0.373 1.624
P -2.781 -0.203 0.104
S -2.881 -2.130 0.235
Cl -4.290 0.934 -0.557
H 0.935 0.867 0.643
H 0.520 -0.872 0.811
H 1.898 -0.676 -0.240
H 0.643 0.850 -1.686
H -0.265 -0.717 -1.709
H -1.117 1.809 -0.492
H -2.432 -0.251 2.297
*
```

## Properties
Kohn-Sham gap = 0.3211 Eh

Atom charges from the Löwdin analysis, given in e for atoms 1 to 2: C -0.110; C -0.430

***

Run b
A cluster of 2 separate species, C2H7ClNOPS in total. Source: the OMol25 dataset; level of theory: the ωB97M-V functional and the def2-TZVPD basis.

Geometry as ORCA input:
```
! RIJCOSX wB97M-V def2-TZVPD def2/J DEFGRID3
* xyz 0 1
C 0.394 1.279 0.379
C -0.327 -0.806 1.308
N -0.684 0.222 0.406
O 1.684 -0.458 -2.065
P -0.946 -0.281 -1.123
S -1.900 -1.993 -1.189
Cl -1.665 1.363 -1.978
H 0.165 1.955 1.154
H 1.330 0.712 0.368
H 0.288 1.724 -0.635
H -0.111 -0.401 2.373
H -1.130 -1.534 1.348
H 0.619 -1.206 0.990
H 2.281 -0.577 -1.335
*
```

## Properties
Kohn-Sham gap (alpha / beta) = 0.2539 / 0.2540 Eh

Atom charges from the Löwdin analysis, given in e for atoms 1 to 2: C -0.118; C -0.196

***

Stability verdict: run a, ahead by 2.331 eV